Entry 1:
ORCA calculation (ωB97M-V/def2-TZVPD) on C24H32B11Br7CdN7O2S as an isolated structure.

The geometry in XYZ format:
```
85
Properties=species:S:1:pos:R:3:forces:R:3
Cd 0.28810 -1.64312 0.62759 0.00 -0.18 0.63
N -4.15744 -1.73362 2.49683 0.05 0.38 -0.16
C -2.83287 -1.63208 2.67126 0.52 -1.70 0.65
S -1.92851 -2.90228 3.32535 -0.25 0.35 -0.12
N -2.30203 -0.44659 2.34505 -1.04 1.62 -0.43
N -1.03264 -0.25143 2.34713 1.17 -0.65 -0.25
C -0.41877 0.74791 2.86656 -0.85 0.08 0.34
C -1.16195 1.74443 3.68591 0.06 -0.02 0.00
C -2.12806 2.51375 3.04188 0.09 0.13 0.01
C -2.84545 3.45682 3.75959 0.00 -0.03 -0.04
C -2.61879 3.61610 5.11961 -0.04 0.01 0.03
C -1.66332 2.84336 5.76170 0.01 -0.02 0.06
C -0.93075 1.90633 5.04787 -0.05 -0.02 -0.06
C 1.02622 0.88878 2.62703 0.39 0.07 -0.17
C 1.75948 1.88089 3.27257 -0.17 0.00 -0.10
C 3.11430 2.00082 3.01503 0.04 -0.03 -0.10
C 3.70117 1.12527 2.12053 0.03 0.03 0.05
C 2.89989 0.16953 1.51876 0.02 0.06 -0.10
N 1.59934 0.04648 1.75285 -0.09 0.14 0.06
H -4.61022 -2.61265 2.66183 0.02 -0.07 0.04
H -4.64928 -1.00737 2.00321 0.01 0.02 0.00
H -2.29818 2.38906 1.97947 -0.01 -0.04 0.00
H -3.58174 4.06668 3.25274 -0.01 -0.01 0.03
H -3.19663 4.33646 5.68340 0.03 0.03 -0.01
H -1.48813 2.96702 6.82217 -0.02 -0.01 0.00
H -0.19438 1.29245 5.55244 0.01 0.00 0.00
H 1.26343 2.57123 3.93745 -0.01 -0.03 0.03
H 3.69496 2.77925 3.49105 0.00 -0.02 0.03
H 4.75349 1.17823 1.87976 -0.01 0.00 0.00
H 3.33032 -0.52708 0.81253 -0.03 -0.02 -0.05
N 1.21557 -3.09194 2.19115 0.18 -0.16 0.18
C 2.64358 -3.17588 2.56411 0.09 -0.16 -0.10
C 3.46115 -4.08142 1.64944 -0.07 0.25 -0.06
C 3.74340 -3.59484 0.22288 -0.23 -0.08 0.09
C 2.55062 -3.56005 -0.74033 0.12 -0.09 0.13
N 1.95094 -2.21089 -0.88093 0.16 -0.02 -0.24
H 0.66946 -2.86099 3.01659 -0.15 -0.01 -0.05
H 0.88713 -4.00811 1.89595 -0.07 -0.01 0.05
H 2.73464 -3.56895 3.57983 -0.01 0.06 0.01
H 3.06794 -2.17142 2.56548 -0.02 0.02 0.05
H 2.97760 -5.06263 1.60417 0.06 -0.04 0.01
H 4.42558 -4.22375 2.14112 -0.02 -0.10 0.02
H 4.47627 -4.28602 -0.19534 0.07 0.09 -0.03
H 4.22587 -2.61135 0.25126 0.06 -0.02 -0.01
H 1.76697 -4.23663 -0.40253 -0.03 0.01 -0.09
H 2.87928 -3.91024 -1.72086 -0.03 0.02 -0.01
H 1.37515 -2.22268 -1.71884 -0.03 0.05 0.00
H 2.68759 -1.54012 -1.06862 0.01 0.12 -0.10
Br -0.73809 0.43153 -1.30884 -0.03 0.90 -0.65
B -0.21499 2.00702 -2.43037 0.09 -0.39 0.35
B -1.19870 2.49841 -3.83794 -0.15 0.00 -0.05
C -0.07493 3.16159 -4.93025 0.12 0.11 0.49
B 0.40983 1.77551 -4.06742 0.08 -0.12 0.22
B 1.54900 3.08839 -4.42581 0.00 0.19 -0.27
B 0.64315 4.61036 -4.42145 -0.16 0.08 -0.35
B -1.04870 4.24836 -4.05951 0.01 0.09 -0.48
B -1.14921 3.54376 -2.40672 -0.15 -0.29 0.63
Br -2.68845 3.76797 -1.24908 0.30 -0.03 -0.31
B 0.00310 4.89354 -2.77290 -0.12 0.72 0.40
Br -0.22655 6.67753 -2.04256 0.06 -0.76 -0.41
B 1.65051 4.15180 -3.00048 0.72 0.04 0.39
Br 3.29290 5.07802 -2.52649 -0.59 -0.32 -0.23
B 1.48802 2.37744 -2.79276 -0.27 -0.10 0.34
Br 2.94939 1.28229 -2.11627 -0.06 0.08 0.01
B 0.52315 3.48351 -1.74178 0.10 -0.26 0.26
Br 0.83770 3.68478 0.17511 0.02 -0.08 -0.37
H -2.15950 1.94226 -4.22031 -0.07 0.00 0.01
H -0.27114 3.03877 -5.98411 -0.02 0.06 -0.01
H 0.51797 0.73332 -4.59960 0.03 -0.02 -0.05
H 2.41690 2.92372 -5.19989 0.06 0.05 0.00
H 0.91229 5.45281 -5.19458 0.02 0.07 0.02
H -1.90530 4.84962 -4.59224 -0.05 0.05 0.03
Br -3.17680 -7.06242 -3.79540 -0.03 0.07 0.02
C -3.22104 -5.26342 -3.22065 0.02 0.01 0.04
C -4.02532 -4.33759 -3.87707 0.14 -0.14 0.08
N -4.07662 -3.06660 -3.50962 -0.24 0.30 -0.21
C -3.34056 -2.65612 -2.48526 0.04 -0.23 0.12
C -2.50073 -3.51287 -1.78343 0.01 0.19 0.21
C -2.43950 -4.84721 -2.16001 0.00 -0.02 -0.06
C -1.59994 -2.99025 -0.70126 -0.24 -0.56 -0.33
O -1.93619 -1.96846 -0.04759 0.30 0.32 -0.09
O -0.50125 -3.57818 -0.53238 0.03 0.04 0.01
H -4.63194 -4.63095 -4.72566 -0.01 -0.04 0.03
H -3.41163 -1.60798 -2.21904 0.05 -0.01 0.05
H -1.78713 -5.52703 -1.63003 0.02 -0.02 -0.04
```
Forces are in eV/Å.

Results
net charge	+1
highest occupied orbital energy (alpha / beta)	-11.0 / -11.0	eV
M	1273.3	g/mol
HOMO-LUMO gap (alpha / beta)	0.1066 / 0.2280	Ha

---

Entry 2:
ORCA calculation (ωB97M-V/def2-TZVPD) on an isolated ion of composition C5H12N2 and charge +1.

The geometry in XYZ format:
```
19
Properties=species:S:1:pos:R:3:forces:R:3
C -1.83439 -1.04581 0.86306 4.34 -3.63 1.79
C -1.45752 -0.48839 -0.49402 -1.05 -1.13 0.54
C -1.02201 0.91679 -0.44471 0.58 0.89 -1.34
C 0.38846 1.19495 0.07409 0.30 -0.36 -1.84
N 1.41007 0.26861 -0.64256 -0.48 1.83 -1.55
C 2.61902 0.04224 -0.10465 -1.82 1.24 -1.22
N 3.14879 -1.14106 -0.12282 0.10 -1.01 -0.54
H -1.03921 -1.03930 1.78507 -1.55 0.56 -2.30
H -2.70118 -0.62763 1.17981 -2.49 1.54 1.22
H -2.03689 -2.15559 0.85001 0.09 1.05 -0.42
H -2.42495 -0.45546 -0.92531 -1.15 0.28 -0.85
H -0.99778 -1.14208 -1.21388 1.10 -0.39 0.20
H -1.83069 1.42347 0.11048 0.92 0.45 0.01
H -1.02228 1.31989 -1.48844 -0.21 -0.04 0.68
H 0.58503 2.23886 -0.08101 0.61 0.49 -0.19
H 0.56215 0.94567 1.05908 -0.11 -0.36 2.31
H 1.23895 0.21763 -1.70164 0.36 -1.18 2.08
H 3.22329 0.77147 0.39895 -0.34 0.98 1.03
H 3.19113 -1.24425 0.89850 0.81 -1.21 0.38
```
Forces are in eV/Å.

Results
net charge	+1
energy relative to the best compared isomer or geometry (same formula, charge and spin)	4.064	eV
highest occupied orbital energy (alpha / beta)	-14.8 / -14.8	eV
M	100.2	g/mol
2S+1	2
HOMO-LUMO gap (alpha / beta)	0.3426 / 0.2647	Ha